Entry 1:
A molecular structure, C43H54FN4O10RuSTe. Source: OMol25; level of theory: the ωB97M-V functional and the def2-TZVPD basis.

Results
- HOMO-LUMO gap (alpha / beta) (eV) = 4.598 / 6.713
- net charge = +1
- M (g mol⁻¹) = 1066.66
- spin multiplicity = 5
- HOMO energy (alpha / beta) (eV) = -7.3 / -9.5
- calculated total energy (eV) = -95320.6564

Last column: Mulliken charge in e.
Element x y z (Å)
Ru: 0.47172 0.08917 -0.40815  1.074
O: 2.37457 0.26023 3.09674  -0.606
C: 1.52881 -0.05339 2.05002  0.164
O: 2.12260 -0.04445 0.85062  -0.707
C: 0.84648 -1.37357 2.36185  -0.971
O: 0.26938 -1.90055 1.16293  -0.394
C: -1.09933 -2.26508 1.34004  -0.651
C: -1.91389 -0.98278 1.42114  0.367
O: -2.80697 -0.86042 2.24773  -0.749
O: -1.55885 -0.11615 0.53671  0.329
H: 3.11680 0.73631 2.69715  0.458
H: 0.09045 -1.23474 3.13634  0.371
H: 1.61080 -2.06329 2.71927  0.351
H: -1.23566 -2.89336 2.21940  0.368
H: -1.38977 -2.81474 0.44445  0.313
F: -1.76556 2.28050 6.18885  -0.374
C: -0.87530 2.90409 5.37644  0.450
C: -0.48485 2.25791 4.22416  -0.804
C: 0.38546 2.88834 3.32754  0.662
C: 0.81787 2.26301 2.13224  -0.100
O: 0.42825 0.96751 1.96557  1.633
C: 1.60203 2.97582 1.20088  0.402
C: 2.00781 4.23401 1.53177  -0.609
N: 1.68531 4.83504 2.73158  0.399
C: 2.12456 6.17291 3.00491  -0.459
C: 3.49237 6.59162 2.58168  -0.947
C: 3.18962 6.39197 4.04047  -0.473
C: 0.83341 4.20323 3.63748  -0.176
C: 0.45418 4.80400 4.82442  -0.265
C: -0.41395 4.15798 5.72118  -1.466
N: -0.73809 4.80652 6.94800  0.326
C: -1.33748 6.12838 6.89859  -0.719
C: -0.68805 6.98318 8.00254  -0.730
N: -0.08587 6.01899 8.99066  -0.153
C: -1.08516 4.94893 9.33252  -0.656
C: -1.22973 4.05007 8.08463  -0.748
C: 2.02931 2.52282 -0.17928  -0.306
O: 3.11576 2.85487 -0.59633  -0.714
O: 1.12605 1.90446 -0.91619  -0.773
H: -0.88238 1.27689 3.99933  0.579
H: 2.60535 4.81568 0.84887  0.773
H: 1.33683 6.91918 2.94438  0.523
H: 3.60628 7.59985 2.21070  0.242
H: 4.12752 5.86032 2.10202  0.316
H: 3.11792 7.25934 4.68372  0.304
H: 3.59923 5.50531 4.50637  0.209
H: 0.85631 5.77452 5.08388  0.759
H: -2.42303 6.07895 7.05290  0.317
H: -1.16697 6.58455 5.92855  0.501
H: -1.40762 7.59950 8.53648  0.369
H: 0.12039 7.61027 7.63243  0.420
H: 0.28286 6.49331 9.81218  0.314
H: 0.67541 5.54987 8.48931  0.360
H: -2.00944 5.45958 9.59305  0.338
H: -0.72961 4.39989 10.19992  0.363
H: -2.27674 3.74911 7.99346  0.444
H: -0.63123 3.14794 8.19395  0.491
C: 4.12128 -1.99972 -0.59159  -1.045
S: 3.32423 -0.71115 -1.51016  0.906
C: 4.03298 -1.05594 -3.09529  -1.202
O: 1.85993 -1.18797 -1.66606  -0.681
H: 5.18775 -1.77809 -0.53704  0.445
H: 3.93517 -2.95166 -1.08845  0.375
H: 3.67829 -1.97862 0.40059  0.132
H: 5.09231 -0.80085 -3.06940  0.435
H: 3.51971 -0.41867 -3.81339  0.356
H: 3.88064 -2.10781 -3.33645  0.363
C: -0.32999 -1.43580 -3.76700  -1.287
C: -1.13535 -0.49125 -2.92866  0.609
O: -2.40397 -0.26102 -3.41148  -0.314
N: -0.84781 0.14023 -1.88345  0.130
Te: -3.11813 0.91897 -1.97545  0.444
C: -4.97446 1.24065 -3.04464  -0.275
C: -5.56710 0.48945 -4.06674  1.371
C: -5.02112 -0.76971 -4.70324  -1.897
C: -6.79698 0.91550 -4.57423  -0.560
C: -7.47060 2.01950 -4.08850  0.671
C: -8.79169 2.45462 -4.66482  -1.586
C: -6.89228 2.70790 -3.02957  -0.861
C: -5.66908 2.33558 -2.49505  0.857
C: -5.13862 3.17050 -1.34899  -1.759
C: -2.19398 2.72815 -2.52326  0.986
C: -1.71791 3.49029 -1.45174  1.061
C: -1.97283 3.15397 -0.00133  -1.688
C: -1.00089 4.64647 -1.73831  -0.649
C: -0.75073 5.04841 -3.03927  0.598
C: 0.02925 6.30170 -3.33334  -1.840
C: -1.24117 4.26264 -4.07638  -1.040
C: -1.95992 3.09456 -3.85492  0.764
C: -2.39099 2.29672 -5.06115  -1.254
H: -0.93921 -1.84930 -4.56665  0.409
H: 0.06794 -2.23523 -3.14579  0.314
H: 0.51985 -0.90324 -4.19104  0.157
H: -4.16524 -1.18803 -4.19411  0.142
H: -4.73098 -0.57560 -5.73880  0.374
H: -5.80749 -1.52567 -4.72767  0.554
H: -7.24157 0.33707 -5.37814  0.363
H: -9.10862 1.79670 -5.47278  0.355
H: -8.72625 3.46964 -5.06049  0.338
H: -9.57055 2.45296 -3.90047  0.358
H: -7.41068 3.55952 -2.60031  0.422
H: -5.95595 3.71858 -0.88376  0.491
H: -4.39582 3.89482 -1.69019  0.409
H: -4.68555 2.57791 -0.54734  0.137
H: -1.91064 2.08606 0.23552  -0.067
H: -2.96269 3.49788 0.31038  0.346
H: -1.23661 3.65492 0.62731  0.034
H: -0.61421 5.23479 -0.91225  0.259
H: 0.35638 6.78862 -2.41535  0.357
H: -0.57650 7.01232 -3.89853  0.391
H: 0.91342 6.07742 -3.93225  0.394
H: -1.04861 4.56001 -5.10245  0.474
H: -2.39344 2.93969 -5.93971  0.546
H: -3.38636 1.87097 -4.94897  -0.002
H: -1.70239 1.47137 -5.25013  0.146

Atomic forces in eV per Å
Ru -0.351 -0.005 0.219
O 0.170 0.071 -0.089
C 0.150 0.175 -0.231
O -0.198 0.002 0.327
C -0.181 -0.162 -0.089
O 0.170 -0.339 0.212
C 0.178 0.076 -0.099
C -0.285 0.224 0.023
O 0.043 0.016 -0.159
O 0.081 -0.086 0.203
H -0.052 0.009 0.060
H -0.018 -0.029 -0.002
H 0.032 -0.018 0.010
H 0.012 0.023 0.042
H 0.001 -0.058 0.006
F 0.020 -0.044 -0.034
C -0.115 -0.053 -0.090
C -0.048 -0.129 0.037
C 0.069 0.142 -0.047
C -0.076 -0.142 0.021
O 0.095 -0.064 0.254
C 0.004 0.056 0.050
C -0.072 0.105 0.066
N 0.018 -0.055 0.058
C -0.086 -0.037 -0.063
C 0.083 0.056 0.030
C 0.087 -0.013 0.032
C 0.043 -0.004 -0.077
C 0.079 0.084 -0.050
C -0.025 -0.041 0.108
N 0.129 0.182 -0.034
C -0.145 -0.079 -0.003
C 0.042 -0.038 0.074
N -0.106 -0.034 -0.093
C 0.071 0.031 -0.018
C 0.056 0.031 0.028
C -0.350 -0.134 -0.234
O 0.158 0.051 -0.058
O 0.274 0.241 -0.004
H 0.004 0.040 -0.008
H 0.018 0.000 0.016
H -0.013 -0.011 -0.015
H 0.002 -0.004 0.005
H -0.026 -0.014 0.020
H -0.014 0.008 -0.032
H -0.021 0.001 -0.012
H -0.019 -0.025 0.021
H -0.019 0.009 -0.024
H 0.015 -0.007 -0.021
H 0.011 0.017 0.028
H 0.022 -0.015 -0.015
H -0.048 0.012 0.013
H 0.040 0.012 0.038
H -0.010 0.012 0.010
H 0.018 -0.008 0.012
H -0.018 -0.007 0.002
H 0.000 -0.002 0.000
C 0.045 -0.187 0.085
S -0.779 0.143 0.064
C -0.013 -0.107 -0.271
O 0.745 0.221 0.022
H -0.018 -0.033 -0.004
H 0.032 -0.018 0.067
H 0.013 -0.009 0.001
H -0.012 -0.023 -0.003
H 0.048 -0.008 -0.008
H 0.031 0.037 -0.071
C -0.049 -0.011 0.019
C 0.173 0.177 0.075
O -0.155 0.075 0.002
N -0.180 -0.245 -0.408
Te 0.038 -0.167 -0.215
C 0.128 -0.010 0.028
C 0.010 -0.049 -0.086
C -0.006 0.046 0.058
C -0.010 -0.050 0.006
C -0.033 0.023 -0.025
C 0.052 -0.005 0.034
C -0.057 0.031 0.035
C -0.045 0.159 -0.027
C -0.052 -0.036 -0.046
C 0.026 -0.047 0.128
C 0.027 0.023 0.124
C 0.063 -0.088 -0.049
C 0.021 0.005 0.032
C 0.003 0.029 -0.047
C -0.013 -0.049 -0.010
C 0.021 0.055 -0.019
C 0.009 0.001 -0.051
C -0.019 0.002 0.090
H 0.008 -0.007 0.003
H 0.013 0.003 0.022
H 0.005 0.004 -0.006
H 0.040 0.004 0.069
H 0.032 0.020 0.027
H -0.008 0.033 -0.018
H 0.001 0.010 0.015
H 0.015 -0.001 0.012
H 0.005 -0.009 0.004
H 0.013 -0.004 0.000
H 0.003 -0.013 -0.008
H -0.028 0.014 -0.018
H -0.040 -0.029 0.019
H -0.054 -0.042 -0.057
H 0.037 0.043 -0.065
H 0.056 0.046 0.005
H 0.001 0.012 -0.012
H -0.019 0.001 -0.016
H -0.005 -0.014 -0.004
H 0.003 -0.009 0.006
H -0.009 -0.008 0.012
H -0.006 0.005 0.023
H -0.001 -0.001 -0.007
H 0.005 0.008 0.019
H -0.010 0.014 0.023

Entry 2:
A molecular structure, C29H33N3O6 at a distorted geometry. Source: OMol25; level of theory: the ωB97M-V functional and the def2-TZVPD basis.

Results
- HOMO-LUMO gap (eV) = 4.560
- net charge = 0
- M (g mol⁻¹) = 519.60
- HOMO energy (eV) = -6.8
- calculated total energy (eV) = -47357.3600

Last column: Mulliken charge in e.
Element x y z (Å)
C: 2.47890 0.76355 1.92950  -1.324
C: 1.65512 -0.47286 2.15030  0.439
C: 0.40704 -0.40705 3.03190  2.536
C: -0.48422 -1.63273 2.90434  -0.662
C: -1.73011 -1.31004 2.09833  -0.793
C: -2.51769 -0.23261 2.80069  -0.594
O: -1.67727 0.91449 3.12938  -0.386
C: -0.35692 0.87975 2.82001  0.011
O: 0.17422 1.95803 2.51900  -0.724
O: 2.04992 -1.57148 1.75637  -0.703
H: 1.82644 1.61778 1.74784  0.347
H: 3.11331 1.02294 2.79201  0.186
H: 3.11639 0.58406 1.06083  0.435
H: 0.11971 -2.39757 2.41613  0.274
H: -0.78660 -1.98948 3.90110  0.221
H: -1.43117 -1.00720 1.08394  0.310
H: -2.33874 -2.21580 2.02659  0.462
H: -3.35061 0.12550 2.17738  0.305
H: -2.91214 -0.57353 3.76547  0.344
C: 2.55229 -6.55451 8.76925  -0.984
N: 2.50757 -5.81065 7.52764  0.252
C: 3.04198 -6.32398 6.38097  0.206
O: 3.55765 -7.43403 6.28021  -0.705
C: 2.86640 -5.27360 5.28355  0.288
C: 2.04036 -5.76958 4.09800  -0.829
C: 2.59887 -7.01325 3.44169  0.436
C: 1.79060 -8.14754 3.31939  -0.350
C: 2.31954 -9.32740 2.79188  -0.600
C: 3.64670 -9.35991 2.34703  -0.417
C: 4.43461 -8.20641 2.41480  -0.693
C: 3.91217 -7.02850 2.95914  -0.214
N: 2.21143 -4.16234 6.00052  0.601
C: 1.86647 -3.02755 5.33973  0.219
C: 1.35901 -1.86885 5.95534  -0.230
C: 0.98197 -0.67827 5.35971  0.655
C: 0.74975 0.50462 6.09598  0.260
C: 0.81483 1.80866 5.48595  -0.006
C: 0.62117 2.97127 6.19392  -0.585
C: 0.37174 2.88257 7.57744  -0.120
N: 0.17811 4.06615 8.32571  0.936
O: -0.01550 3.95469 9.55795  -0.591
O: 0.18868 5.16798 7.73305  -0.580
C: 0.29568 1.62818 8.22335  -0.722
C: 0.44886 0.46811 7.49445  -0.521
C: 2.07781 -4.41595 7.44532  0.181
C: 0.63173 -4.30410 7.94864  -1.527
C: 3.02296 -3.54371 8.29747  -1.508
H: 2.87936 -7.57270 8.55209  0.371
H: 3.25227 -6.10150 9.48321  0.314
H: 1.55841 -6.58725 9.22825  0.306
H: 3.88010 -4.96694 4.94409  0.218
H: 1.01671 -5.96928 4.45229  0.371
H: 1.99111 -4.94905 3.36671  0.505
H: 0.75632 -8.09063 3.67407  0.320
H: 1.69013 -10.21586 2.74065  0.370
H: 4.06263 -10.28396 1.94928  0.371
H: 5.46366 -8.21726 2.05605  0.366
H: 4.51752 -6.11946 3.02823  0.353
H: 2.10201 -3.03134 4.26770  0.808
H: 1.28331 -1.95375 7.04485  -0.503
H: 0.93826 -0.46054 4.19658  -1.487
H: 1.06387 1.91739 4.43140  0.098
H: 0.68003 3.94396 5.70732  0.522
H: 0.12645 1.58695 9.29633  0.487
H: 0.35841 -0.50196 7.98297  0.335
H: 0.00680 -5.04583 7.43206  0.352
H: 0.60748 -4.50491 9.02788  0.502
H: 0.21992 -3.30805 7.77077  0.346
H: 4.06092 -3.88011 8.15198  0.415
H: 2.94639 -2.48662 8.02158  0.278
H: 2.76162 -3.65619 9.36019  0.441

Atomic forces in eV per Å
C 0.282 0.192 -0.712
C -1.041 -0.519 1.379
C -1.545 2.174 -6.165
C 0.452 0.294 0.356
C 0.122 -0.454 0.065
C 0.274 0.391 0.202
O -0.507 -0.373 -0.508
C 1.792 -0.019 -0.028
O -1.432 -0.670 0.759
O 0.155 0.140 0.099
H 0.382 -0.205 -0.020
H -0.240 -0.279 -0.066
H 0.139 -0.067 0.195
H -0.131 -0.200 0.065
H -0.012 -0.154 -0.027
H -0.198 0.005 0.230
H -0.184 0.134 -0.164
H 0.285 0.080 0.265
H -0.045 -0.159 -0.236
C -0.117 0.169 0.304
N 0.163 -0.237 -0.520
C 0.342 -1.004 0.270
O -0.642 1.505 -0.082
C 0.686 -0.191 0.087
C -0.294 0.066 -0.219
C 0.043 -0.004 -0.129
C 0.385 0.068 0.111
C 0.110 0.233 -0.035
C -0.229 0.214 0.141
C -0.182 0.209 0.133
C -0.234 -0.412 -0.013
N -0.301 1.554 -1.345
C 0.497 -0.760 0.616
C -0.703 0.113 1.028
C 2.826 -1.787 1.814
C -1.068 2.167 1.997
C 0.353 -1.454 -0.260
C -0.117 0.251 1.214
C 0.299 -2.061 -1.487
N -0.658 3.055 2.043
O 0.395 0.175 -2.179
O 0.060 -2.188 1.009
C -0.033 0.652 0.101
C 0.299 0.145 -1.003
C -0.082 -0.165 0.926
C -0.146 -0.129 -0.226
C 0.157 -0.022 -0.149
H -0.034 0.210 -0.088
H -0.091 -0.090 -0.137
H 0.163 -0.046 -0.059
H -0.558 -0.123 0.201
H 0.247 0.103 -0.127
H -0.104 -0.217 0.085
H 0.368 -0.175 -0.125
H 0.220 0.188 -0.054
H -0.083 0.219 0.065
H -0.265 -0.056 0.068
H -0.095 -0.382 -0.087
H -0.262 0.036 0.281
H 0.104 0.124 -0.382
H 0.329 -0.256 0.604
H -0.143 -0.204 0.211
H -0.050 -0.315 0.180
H -0.060 0.123 -0.269
H -0.035 0.366 0.024
H 0.115 0.228 0.136
H -0.013 0.060 -0.324
H -0.003 -0.292 0.132
H -0.300 0.198 0.022
H 0.065 -0.244 0.162
H 0.131 0.072 -0.354